This record from the Open Molecules 2025 dataset describes a 8-piece molecular cluster, C47H110F6N7O4P overall at a distorted geometry. The level of theory is ωB97M-V/def2-TZVPD.

Calculated values
Net charge: +6
Frontier orbital gap in Eh: 0.3096
LUMO level in eV: -12.93
Highest occupied orbital energy in eV: -21.36
Strongest force on any atom in eV/Å: 6.9
Calculated total energy in hartree: -3479.28521

```
175
Properties=species:S:1:pos:R:3:forces:R:3
C 1.6428 0.0583 -3.7234 -0.077 -0.193 1.325
C 0.3796 0.3499 -4.4269 0.736 -0.560 -4.000
O 0.1386 0.1016 -5.6073 -0.033 0.808 3.946
N -0.6457 1.1729 -3.6513 -0.396 -0.044 -1.672
H -1.4894 0.7283 -3.9838 -0.732 0.466 -0.711
H -0.7061 0.9520 -2.6676 0.786 0.369 0.912
C -0.5611 2.6774 -3.9940 0.820 0.172 1.297
H 1.6339 0.5325 -2.7421 0.451 0.559 -0.320
H 2.5320 0.2376 -4.3278 -0.274 0.101 -0.080
H 1.6503 -0.9762 -3.3802 -0.079 -0.423 -0.466
H -0.1546 3.1507 -3.1003 -0.558 -0.068 0.353
H -1.5201 3.1193 -4.2645 0.190 -0.407 -0.139
H 0.2490 2.9239 -4.6804 -0.474 -0.726 -0.721
C 5.0019 -1.6571 1.3723 -0.340 0.450 0.435
C 4.6994 -0.9923 0.0720 -3.992 -2.359 0.495
O 3.6328 -1.3028 -0.4870 4.749 2.748 0.240
N 5.7708 0.0814 -0.2708 -2.603 -0.822 -3.757
H 5.8355 0.7234 0.5062 0.406 0.266 0.247
H 6.6193 -0.4340 -0.4565 0.824 -0.162 0.585
C 5.4686 0.8045 -1.6429 1.032 1.026 1.395
H 4.0441 -2.0373 1.7274 0.199 -0.393 -0.161
H 5.2910 -0.9199 2.1214 0.586 -0.045 0.030
H 5.7350 -2.4587 1.2826 0.127 0.063 0.086
H 5.3808 0.1467 -2.5076 -0.368 -0.384 0.640
H 6.3588 1.4106 -1.8110 0.031 0.013 -0.043
H 4.6570 1.5075 -1.4554 -0.209 -0.490 -0.265
C -4.5026 1.3362 0.5208 -0.953 0.699 -0.292
C -5.4008 2.1902 -0.3802 -1.959 3.348 5.725
O -6.2166 2.9506 0.1801 2.842 -2.813 -4.234
N -5.2064 2.0028 -1.8601 -1.382 0.890 -0.749
H -4.2800 2.2064 -2.2073 0.582 0.665 0.474
H -5.2282 0.9942 -1.9099 -0.541 -0.624 -0.532
C -6.2573 2.6882 -2.7662 -0.360 0.037 -0.145
H -4.6582 1.6250 1.5603 -0.209 0.603 -0.223
H -3.4439 1.5007 0.3208 0.023 -0.950 -0.370
H -4.9957 0.3641 0.5152 0.970 -0.638 -0.498
H -7.1404 2.0498 -2.7417 0.018 0.343 -0.018
H -5.9251 2.8707 -3.7882 0.526 -0.915 0.008
H -6.4700 3.7163 -2.4730 -0.014 -0.329 1.005
C -4.4993 -5.0066 1.7743 0.224 -0.274 -0.780
N -3.9950 -3.7108 1.1427 -0.047 0.708 -0.006
C -5.1407 -2.6241 1.3903 1.389 -1.419 -0.304
C -2.6277 -3.3265 1.7600 -0.923 -1.371 -0.563
C -3.7795 -3.9546 -0.3444 -0.151 0.834 -0.527
C -3.4209 -2.6680 -1.1882 1.327 -1.436 -0.138
O -4.4536 -1.7591 -1.3183 -1.562 0.871 0.395
H -4.4167 -5.0188 2.8611 -0.341 0.504 -0.124
H -3.9409 -5.8765 1.4286 0.445 0.277 -0.187
H -5.5004 -5.1643 1.3730 -0.163 0.158 0.529
H -5.9085 -2.9068 0.6701 0.054 0.511 -0.003
H -4.6714 -1.6500 1.2526 -0.327 -0.193 -0.153
H -5.5471 -2.7487 2.3940 0.344 -0.057 0.009
H -2.8557 -3.2822 2.8249 0.716 0.325 -0.080
H -2.0594 -2.5245 1.2889 -1.039 0.789 0.256
H -1.9875 -4.1583 1.4661 -0.082 -0.485 0.761
H -4.6115 -4.5146 -0.7713 -0.731 0.716 0.168
H -3.0382 -4.7448 -0.4635 0.741 0.492 0.322
H -3.0983 -3.0006 -2.1748 -0.261 -0.644 -0.179
H -2.5213 -2.1400 -0.8720 0.157 -0.186 0.879
H -4.3856 -1.2531 -2.1313 0.135 -0.478 -0.154
C 1.2427 -4.1286 2.7552 -0.313 0.111 0.570
C 0.5448 -4.0271 4.1154 -1.145 0.678 -0.507
C 0.2004 -2.5674 4.6410 -0.168 -0.540 0.235
C 1.3161 -1.6993 5.2290 -0.030 -0.314 -1.325
N 1.0845 -0.1614 5.2748 0.525 -0.215 0.725
C 0.9773 0.5279 3.8883 -1.453 -0.969 -0.321
C 1.9991 1.6003 3.7935 0.497 1.080 0.789
C 3.0895 1.0744 4.6534 1.140 -0.055 1.842
C 2.3916 0.4982 5.8779 -1.052 -0.803 -0.656
C -0.1624 0.2154 6.1279 0.466 -0.720 0.240
C -0.1643 -0.3396 7.5923 0.912 1.142 -1.487
C -1.3776 0.0797 8.4076 0.503 -0.671 -0.325
H 0.9045 -5.0258 2.2368 0.558 -0.402 0.299
H 2.3126 -4.1277 2.9637 0.098 -0.026 -0.793
H 0.9109 -3.3552 2.0625 0.359 0.581 0.125
H 0.9642 -4.7669 4.7973 0.286 0.595 0.433
H -0.4658 -4.4080 3.9681 -0.173 -0.165 0.006
H -0.6145 -2.7407 5.3438 -0.002 0.398 0.200
H -0.2032 -2.0194 3.7896 -0.231 -0.063 -0.220
H 2.0938 -1.8388 4.4781 0.647 0.311 0.395
H 1.6294 -2.1024 6.1921 0.085 0.582 0.030
H -0.0230 0.9591 3.8504 -0.025 -0.394 -0.292
H 1.1217 -0.1837 3.0753 -0.263 -0.340 0.292
H 1.5984 2.4933 4.2731 0.043 0.270 -0.091
H 2.4058 1.8980 2.8270 -0.614 -0.369 -0.291
H 3.7315 1.8471 5.0763 0.356 0.065 -0.473
H 3.7022 0.3173 4.1639 0.029 -0.035 -0.051
H 2.0488 1.2757 6.5606 0.114 -0.050 -0.038
H 2.9529 -0.2671 6.4141 -0.109 0.180 0.012
H -1.0352 -0.1192 5.5672 0.040 -0.114 -0.060
H -0.1392 1.3048 6.0999 -0.200 0.039 0.267
H 0.6779 0.1488 8.0825 0.337 -0.262 0.015
H 0.0041 -1.4162 7.6193 -0.139 0.014 -0.045
H -2.2241 -0.5686 8.1814 -0.129 0.220 0.250
H -1.6242 1.1295 8.2485 -0.046 -0.068 0.238
H -0.9837 -0.1058 9.4068 -0.930 0.283 0.335
C 1.4940 7.2293 6.1497 -0.811 -0.867 -0.237
C 1.4426 6.0176 5.1674 -0.911 0.056 1.775
C 2.0212 6.2708 3.8246 0.350 -0.288 -1.287
C 1.3673 5.4064 2.6538 1.666 0.869 0.404
N 1.8064 5.9537 1.2558 -2.442 -0.659 -0.494
C 3.2885 6.1908 1.1481 1.042 -0.280 0.773
C 3.7178 6.1078 -0.3391 -1.588 0.597 1.563
C 2.5742 5.2046 -0.8897 1.249 -0.056 -2.661
C 1.5294 4.8850 0.1404 0.170 0.647 0.568
C 0.9558 7.2143 0.8281 0.985 0.718 0.226
C -0.5593 7.1602 1.1057 -0.138 0.580 0.858
C -1.4306 8.3981 0.7091 2.008 0.240 -0.813
H 2.4940 7.2893 6.5793 -0.151 0.508 -0.094
H 0.7765 7.0201 6.9431 0.302 -0.165 0.309
H 1.0939 8.1598 5.7471 0.568 0.091 -0.350
H 0.4287 5.6254 5.0882 -0.372 0.279 -0.050
H 1.9611 5.2410 5.7297 0.267 -0.349 -0.360
H 3.0995 6.1891 3.9615 0.193 -0.463 -0.682
H 1.9143 7.3325 3.6022 -0.459 0.078 -0.335
H 0.2914 5.3659 2.8234 -0.038 0.612 -0.654
H 1.6292 4.3517 2.5689 0.593 0.049 0.544
H 3.6051 7.0829 1.6885 -0.486 0.356 -0.373
H 3.7881 5.4241 1.7403 -0.306 -0.488 -0.075
H 3.6960 7.1479 -0.6641 -0.155 -0.251 -0.731
H 4.7484 5.7719 -0.4542 -0.287 -0.291 0.048
H 2.1930 5.5941 -1.8337 -0.580 0.893 0.369
H 2.9844 4.3223 -1.3811 0.306 -0.639 0.803
H 0.4996 4.9544 -0.2101 0.088 0.504 0.084
H 1.6022 3.8489 0.4710 0.364 0.244 0.743
H 1.3729 7.5204 -0.1313 -0.597 -0.530 -0.529
H 1.3049 8.0484 1.4368 0.242 -0.189 0.375
H -0.5148 7.2435 2.1916 -0.642 -0.639 0.215
H -1.0839 6.2557 0.7978 0.282 -0.210 0.047
H -0.8288 9.2988 0.8306 0.112 0.139 0.346
H -2.3144 8.5676 1.3241 -0.038 -0.571 -0.316
H -1.5687 8.4071 -0.3721 -0.767 -0.175 0.090
C 1.6898 -3.8247 -2.4249 -1.271 1.519 0.261
C 0.1150 -3.8051 -2.5737 0.775 -0.856 -0.156
C -0.3608 -4.6083 -3.7709 2.017 0.377 -1.722
C 0.1320 -3.9657 -5.1303 -1.989 0.496 -0.802
N -0.4811 -4.6100 -6.4433 -1.457 -1.916 0.748
C -0.0547 -3.9506 -7.7585 0.838 0.925 0.158
C -1.1509 -2.9460 -8.2062 1.108 0.024 0.420
C -2.1437 -3.0427 -7.0695 -2.307 1.438 -1.089
C -2.0291 -4.3838 -6.4737 0.651 -0.238 0.613
C -0.2535 -6.1473 -6.4101 1.334 -0.684 -0.728
C 1.2730 -6.5912 -6.5580 -0.252 -0.120 -0.356
C 1.5928 -8.0446 -6.0677 -1.163 0.877 1.181
H 2.2753 -4.7428 -2.3745 -0.784 -0.373 0.037
H 1.8879 -3.2348 -1.5300 0.375 -0.077 0.082
H 2.1036 -3.2568 -3.2582 0.125 0.044 -0.089
H -0.3157 -2.8044 -2.6093 0.505 0.514 -0.151
H -0.4189 -4.2325 -1.7249 0.448 -0.272 0.371
H -1.4498 -4.6481 -3.7480 0.184 -0.697 -0.235
H 0.2358 -5.5201 -3.7455 -1.054 -0.721 0.379
H 1.1976 -3.8454 -5.3255 -0.079 -0.439 0.393
H -0.3139 -2.9713 -5.1117 0.202 0.342 -0.387
H 0.1475 -4.6378 -8.5801 0.076 -0.534 0.645
H 0.8618 -3.4335 -7.4743 0.131 -0.042 -0.463
H -1.5572 -3.1655 -9.1936 -0.216 -0.596 0.286
H -0.7241 -1.9578 -8.3774 0.031 0.074 0.478
H -3.1336 -2.9623 -7.5188 -0.263 -0.097 0.031
H -2.2019 -2.2271 -6.3487 0.827 0.096 0.140
H -2.5407 -5.1198 -7.0939 0.647 -0.264 -0.143
H -2.5063 -4.4467 -5.4957 0.476 -0.175 0.106
H -0.8432 -6.5954 -7.2098 0.009 0.335 -0.188
H -0.7039 -6.5329 -5.4955 0.204 0.241 0.159
H 1.8213 -5.8007 -6.0456 0.540 -0.361 0.228
H 1.6360 -6.5992 -7.5857 -0.539 0.630 -0.268
H 2.5566 -8.5264 -6.2321 0.172 0.823 -0.577
H 0.8450 -8.7343 -6.4592 -0.072 0.019 0.081
H 1.5005 -7.9835 -4.9834 -0.208 -0.553 0.204
P -0.0180 0.5735 -0.1073 -1.070 0.260 2.855
F 1.1095 -0.3172 0.5546 1.564 1.169 0.239
F -1.0625 -0.3851 0.7434 -0.346 0.147 -0.946
F -0.1111 1.6333 1.1488 0.788 -0.560 -0.768
F -1.2918 1.3199 -0.7603 -0.875 -0.024 -0.946
F 0.8978 1.6706 -0.9329 0.420 -1.095 0.529
F 0.0598 -0.4597 -1.3384 -0.745 0.097 -0.958
```
Positions in Å, forces in eV/Å.